No. 1
Here is a single C5H10N4O2 molecule in a non-equilibrium geometry from the Open Molecules 2025 dataset. Energies are from ωB97M-V/def2-TZVPD.

Calculated values
* HOMO energy (alpha / beta): -7.67 / -7.67 eV
* LUMO level (alpha / beta): -0.490 / -0.490 eV
* energy above the lowest of the compared OMol25 structures with the same formula, charge and spin: 5.2567 eV

```
21
C5H10N4O2 ωB97M-V/def2-TZVPD
C 0.015 0.575 1.243
C -1.334 0.278 0.747
C 0.785 -0.182 -1.386
C -2.470 1.130 1.292
C 1.118 -1.635 -1.429
N -1.448 0.318 -0.727
N -0.482 0.159 -1.427
N 1.751 0.695 -1.704
N 0.896 -0.420 1.399
O 2.102 -0.146 1.563
O 0.497 -1.608 1.334
H 0.378 1.581 1.358
H -1.513 -0.794 0.959
H -2.621 0.912 2.345
H -3.383 0.912 0.745
H -2.243 2.187 1.184
H 0.223 -2.246 -1.341
H 1.756 -1.869 -0.571
H 1.653 -1.874 -2.350
H 2.697 0.352 -1.733
H 1.623 1.674 -1.502
```



No. 2
Here is a molecular structure, C37H33CrO5S2Se in a non-equilibrium geometry from the Open Molecules 2025 dataset. Energies are from ωB97M-V/def2-TZVPD.

Calculated values
* HOMO energy (alpha / beta): -1.56 / -1.68 eV
* charge: -2
* spin multiplicity: 2
* LUMO level (alpha / beta): 4.318 / 4.318 eV

```
79
C37H33CrO5S2Se ωB97M-V/def2-TZVPD
Cr 0.091 -0.035 -0.161
O -0.178 -0.207 2.024
C -1.511 -0.366 2.485
C -2.425 -0.595 1.205
O -3.614 -0.819 1.380
O -1.792 -0.548 0.107
C -1.503 -1.645 3.322
C -1.679 -2.885 2.719
C -1.607 -4.051 3.468
C -1.359 -3.991 4.831
C -1.174 -2.758 5.441
C -1.233 -1.595 4.688
C -2.097 0.827 3.210
C -1.559 2.106 3.105
C -2.139 3.165 3.793
C -3.266 2.972 4.572
C -3.836 1.707 4.642
C -3.261 0.647 3.963
H 0.281 0.618 2.315
H -1.868 -2.945 1.654
H -1.749 -5.007 2.978
H -1.307 -4.902 5.417
H -0.984 -2.697 6.506
H -1.068 -0.637 5.163
H -0.688 2.299 2.493
H -1.696 4.151 3.712
H -3.712 3.803 5.108
H -4.729 1.543 5.234
H -3.718 -0.331 3.997
S -0.561 2.259 -0.339
C -0.276 2.654 -2.013
C -0.354 3.983 -2.444
C -0.173 4.324 -3.776
C 0.110 3.332 -4.708
C 0.214 2.013 -4.292
C 0.017 1.654 -2.957
S 0.112 -0.029 -2.496
H -0.560 4.745 -1.701
H -0.255 5.359 -4.089
H 0.252 3.579 -5.755
H 0.446 1.224 -4.998
C 4.093 -0.215 -0.734
C 3.158 0.546 0.179
O 1.951 0.346 -0.020
C 3.729 1.426 1.173
C 5.095 1.757 1.064
C 5.728 2.600 1.941
C 4.996 3.144 3.011
C 3.679 2.836 3.183
C 2.963 1.960 2.294
O 1.772 1.677 2.551
H 3.496 -0.905 -1.325
H 4.820 -0.783 -0.154
H 4.620 0.464 -1.407
H 5.659 1.336 0.240
H 6.777 2.838 1.816
H 5.494 3.805 3.714
H 3.115 3.250 4.010
C -0.634 -8.354 0.334
C -0.313 -6.880 0.287
C 0.476 -6.284 1.262
C 0.824 -4.939 1.198
C 1.663 -4.337 2.290
C 0.395 -4.158 0.105
Se 1.139 -2.394 -0.113
C -0.456 -4.734 -0.851
C -1.010 -3.939 -2.002
C -0.789 -6.081 -0.741
H -0.232 -8.809 1.240
H -0.201 -8.870 -0.527
H -1.713 -8.525 0.314
H 0.841 -6.882 2.093
H 1.779 -5.029 3.128
H 1.200 -3.414 2.643
H 2.646 -4.065 1.903
H -0.808 -2.877 -1.881
H -2.090 -4.081 -2.082
H -0.555 -4.257 -2.944
H -1.434 -6.523 -1.498
```



No. 3
Here is 10 unconnected molecules or ions with the total composition C27H74O10 in a non-equilibrium geometry from the Open Molecules 2025 dataset. Energies are from ωB97M-V/def2-TZVPD.

Calculated values
* HOMO energy: -9.16 eV
* LUMO level: 0.337 eV
* energy above the lowest of the compared OMol25 structures with the same formula, charge and spin: 0.0000 eV
* SMILES: CC(C)O.CC(C)O.CC(C)O.CC(C)O.CC(C)O.CC(C)O.CC(C)O.CC(C)O.CC(C)O.O

```
111
C27H74O10 ωB97M-V/def2-TZVPD
C 2.020 -3.899 -1.993
C 2.956 -5.034 -2.334
C 3.959 -4.630 -3.391
O 3.726 -5.435 -1.179
H 2.560 -2.998 -1.689
H 1.311 -4.156 -1.203
H 1.426 -3.597 -2.865
H 2.414 -5.910 -2.715
H 4.641 -5.439 -3.632
H 4.491 -3.731 -3.072
H 3.428 -4.361 -4.311
H 3.113 -5.687 -0.481
C 3.702 0.928 -3.208
C 2.836 1.581 -4.266
C 2.029 0.573 -5.057
O 1.959 2.482 -3.573
H 4.197 1.686 -2.600
H 4.488 0.342 -3.690
H 3.110 0.270 -2.572
H 3.473 2.131 -4.968
H 1.426 -0.064 -4.409
H 2.683 -0.059 -5.662
H 1.352 1.082 -5.750
H 1.526 3.076 -4.194
C -3.967 2.185 -2.350
C -4.376 1.745 -0.958
C -3.735 2.595 0.126
O -5.807 1.723 -0.819
H -4.254 3.222 -2.543
H -4.429 1.560 -3.116
H -2.885 2.082 -2.479
H -4.079 0.702 -0.829
H -4.142 3.608 0.083
H -2.656 2.610 -0.031
H -3.990 2.172 1.096
H -6.129 2.615 -0.990
C 1.068 0.147 -1.050
C -0.091 -0.033 -0.088
C -0.098 -1.413 0.547
O -0.008 0.976 0.937
H 1.131 1.189 -1.358
H 1.013 -0.545 -1.887
H 2.001 -0.073 -0.508
H -1.025 0.118 -0.653
H 0.654 -1.428 1.344
H 0.267 -2.162 -0.163
H -1.050 -1.690 0.991
H -0.917 1.161 1.225
C -0.193 4.248 -0.765
C 1.231 4.693 -1.005
C 1.688 5.733 0.006
O 2.117 3.567 -0.974
H -0.384 3.341 -1.343
H -0.903 5.029 -1.037
H -0.320 3.980 0.287
H 1.297 5.161 -2.001
H 2.764 5.895 -0.061
H 1.475 5.407 1.027
H 1.175 6.676 -0.186
H 2.148 3.174 -1.858
C -2.942 -2.725 -1.365
C -3.104 -4.198 -1.098
C -1.941 -4.766 -0.294
O -4.338 -4.352 -0.378
H -3.742 -2.350 -2.001
H -1.974 -2.564 -1.848
H -2.938 -2.147 -0.438
H -3.165 -4.741 -2.051
H -1.861 -4.279 0.681
H -0.994 -4.619 -0.820
H -2.050 -5.842 -0.129
H -4.446 -5.283 -0.155
C -0.551 2.362 4.221
C -2.019 2.204 3.904
C -2.706 3.556 3.738
O -2.193 1.421 2.718
H -0.416 3.070 5.042
H -0.010 2.768 3.362
H -0.094 1.405 4.478
H -2.494 1.695 4.753
H -3.016 3.981 4.691
H -3.605 3.448 3.124
H -2.076 4.265 3.192
H -2.505 0.544 2.994
C -4.021 -3.466 3.425
C -3.017 -2.408 3.832
C -1.593 -2.833 3.583
O -3.284 -1.146 3.194
H -5.045 -3.104 3.552
H -3.917 -4.347 4.058
H -3.898 -3.757 2.376
H -3.124 -2.236 4.909
H -0.919 -1.981 3.649
H -1.498 -3.315 2.604
H -1.265 -3.573 4.317
H -3.816 -1.299 2.406
C 3.658 -0.818 1.909
C 4.644 0.356 1.877
C 4.777 0.926 0.482
O 4.253 1.357 2.810
H 2.637 -0.444 1.809
H 3.742 -1.347 2.859
H 3.879 -1.541 1.117
H 5.616 0.004 2.233
H 5.135 0.160 -0.219
H 5.488 1.749 0.465
H 3.795 1.218 0.097
H 3.464 1.817 2.469
O 2.096 2.804 1.728
H 2.582 3.033 0.924
H 1.395 2.213 1.412
```



DFT total energy in Ha, matching the order above: -565.82151; -6048.37473; -1825.52084